[1]
A structure of composition C16H10Br2CuFNOS3Sb at a distorted geometry, computed with wB97M-V/def2-TZVPD.

Geometry as XYZ:
```
36
Properties=species:S:1:pos:R:3:forces:R:3
Cu 0.7349 0.1420 -0.8231 -0.370 -0.912 0.854
Br 0.1440 -4.3248 2.9525 -0.034 0.050 -0.131
C -1.3918 -3.2299 2.6517 0.297 -0.069 -0.026
C -2.5970 -3.6882 3.1591 -0.162 0.127 -0.034
C -3.7298 -2.9245 3.0432 -0.160 -0.244 0.203
Br -5.3722 -3.6144 3.7699 0.089 0.032 -0.057
C -3.6786 -1.6348 2.4807 0.172 0.092 -0.140
C -4.7677 -0.7401 2.4235 0.018 0.032 -0.017
C -4.5845 0.5249 1.9347 -0.046 -0.044 0.013
C -3.3058 0.8984 1.4927 0.086 -0.003 -0.107
N -2.2890 0.0745 1.4951 0.143 0.197 -0.147
C -2.4323 -1.1738 1.9535 -0.192 -0.060 0.170
C -1.2134 -2.0107 1.9328 0.443 -0.172 -0.017
O -0.1396 -1.6683 1.3847 -0.528 0.085 0.061
H -2.6375 -4.6522 3.6475 0.007 -0.005 0.007
H -5.7343 -1.0694 2.7819 -0.016 0.028 0.011
H -5.4049 1.2309 1.8888 -0.004 0.001 0.008
H -3.1077 1.8934 1.1062 -0.023 0.018 -0.008
S 1.2053 4.4114 0.0387 -0.045 0.050 -0.090
Sb 0.6729 3.3102 -1.8922 -0.305 -0.252 0.129
S -0.9504 1.4623 -1.3436 0.262 0.146 0.061
S 2.0926 1.3175 -1.9101 0.878 0.434 -0.552
F 2.2198 -6.6869 -0.3457 -0.051 0.011 0.025
C 2.1686 -5.3218 -0.3184 -0.029 0.053 0.002
C 2.9301 -4.6437 0.6075 -0.022 -0.091 0.084
C 2.8920 -3.2582 0.6110 -0.067 -0.032 -0.041
C 2.1352 -2.5438 -0.3188 -0.038 0.107 -0.027
C 2.3287 -1.0649 -0.4402 -0.096 0.188 -0.202
C 1.3470 -3.2728 -1.2069 -0.028 -0.011 0.031
C 1.3495 -4.6613 -1.2081 0.007 -0.057 -0.044
H 3.5150 -5.1998 1.3297 0.023 0.016 -0.021
H 3.4693 -2.7112 1.3460 0.016 0.000 -0.007
H 3.0554 -0.9196 -1.2425 -0.104 0.162 -0.002
H 2.7787 -0.6587 0.4677 -0.166 0.089 0.030
H 0.7102 -2.7447 -1.9070 0.029 0.026 -0.009
H 0.7280 -5.2288 -1.8891 0.017 0.007 -0.010
```
Positions in Å, forces in eV/Å.

Its energy is -246779.36926 eV. As for the largest force on an atom: 1.30 eV/A. As for the energy relative to the best compared isomer or geometry (same formula, charge and spin): 5.7 kJ/mol. As for the charge: -2. The HOMO-LUMO gap comes out at 0.2069 Eh.

[2]
A cluster of 2 separate species, C16H10BrCl3NO3S in total at a distorted geometry, computed with wB97M-V/def2-TZVPD.

Geometry as XYZ:
```
35
Properties=species:S:1:pos:R:3:forces:R:3
Br -1.3459 -0.9567 1.1877 -0.214 -0.288 0.206
C -0.1454 0.5225 0.9477 0.578 -0.680 -0.606
S 1.1982 0.5268 2.1844 -0.856 1.160 -0.723
C 1.9819 -1.0613 2.2119 0.381 -0.157 -0.037
C 1.6423 -2.0147 3.1697 -0.231 0.035 0.027
C 2.4959 -3.0844 3.3993 0.340 -0.347 -0.188
C 3.6824 -3.2158 2.6651 -0.317 0.374 -0.207
C 3.9600 -2.2958 1.6448 0.094 -0.560 0.094
C 3.1032 -1.2330 1.4055 -0.071 0.090 -0.091
O 2.1053 1.4845 1.5778 -0.054 -0.806 0.807
O 0.5667 0.7320 3.4572 0.542 -0.126 0.065
H 0.3339 0.3421 -0.0174 -0.025 0.103 0.180
H 0.6973 -1.9379 3.7022 0.301 0.207 0.078
H 2.2421 -3.8410 4.1439 0.027 0.287 -0.180
H 4.3637 -4.0472 2.8579 -0.219 0.283 -0.047
H 4.8450 -2.4223 1.0222 -0.189 0.034 0.169
H 3.2833 -0.5366 0.5889 0.149 0.011 0.355
Cl -0.9341 2.0505 0.9416 -0.067 0.216 0.213
C -3.0458 3.8536 -0.1955 2.378 0.929 2.937
Cl -4.2631 2.8543 0.3352 -0.968 -2.352 0.455
C -2.5911 4.8333 0.8217 -1.213 0.025 -1.108
O -2.2580 4.6174 1.9810 -0.186 -0.294 0.036
C -2.9180 6.1416 0.2539 0.823 -0.319 -0.939
C -2.9619 6.3067 -1.1673 0.094 0.174 -0.709
C -3.2753 7.5972 -1.6548 -0.220 0.336 0.226
C -3.5845 8.6108 -0.7677 0.383 -0.226 0.732
C -3.5314 8.3099 0.6280 -0.143 0.034 -0.297
N -3.2105 7.1200 1.0953 -0.232 1.310 0.630
C -2.6658 5.2008 -2.0141 0.761 -0.115 0.621
Cl -2.6330 5.3959 -3.7333 0.460 0.133 -0.570
C -2.5273 3.9239 -1.4610 -1.637 1.090 -1.639
H -3.2875 7.7704 -2.7305 0.025 -0.020 0.256
H -3.7945 9.6396 -1.0712 -0.020 -0.417 -0.100
H -3.7494 9.0709 1.3964 0.034 -0.254 -0.530
H -2.3412 3.0418 -2.0720 -0.507 0.126 -0.115
```
Positions in Å, forces in eV/Å.

Its energy is -142830.69804 eV. As for the largest force on an atom: 3.89 eV/A. As for the energy relative to the best compared isomer or geometry (same formula, charge and spin): 139.8 kJ/mol. As for the charge: -1. The HOMO-LUMO gap comes out at 0.1718 Eh.

[3]
A structure of composition C16H10BrN2O5SV, computed with wB97M-V/def2-TZVPD.

Geometry as XYZ:
```
36
Properties=species:S:1:pos:R:3:forces:R:3
V -0.3740 0.6005 0.0920 -0.657 -0.250 -0.360
Br 4.4411 -0.2792 5.7968 0.031 -0.005 0.013
C 3.0519 -0.0284 4.5396 -0.020 0.014 -0.074
C 1.7219 -0.0017 4.9818 -0.084 -0.006 0.071
C 0.6870 0.1904 4.0990 0.219 -0.014 0.024
C 0.9613 0.3577 2.7321 -0.320 -0.008 -0.245
O -0.0208 0.5950 1.8988 0.285 0.186 0.417
C 2.2941 0.3023 2.2854 0.202 -0.007 -0.170
C 2.6323 0.4264 0.8974 -0.078 -0.036 0.238
N 1.7911 0.4664 -0.0822 0.060 0.020 -0.443
C 2.2817 0.5871 -1.4209 -0.098 -0.041 0.331
C 3.5658 0.3613 -1.8358 0.065 0.019 -0.163
C 3.9237 0.5433 -3.1907 -0.003 -0.027 0.139
C 2.9974 0.9290 -4.1140 -0.063 0.022 -0.040
C 1.6522 1.1267 -3.7227 0.021 -0.065 -0.149
C 0.6170 1.4631 -4.6295 0.027 0.007 -0.017
C -0.6642 1.5827 -4.1837 -0.023 -0.024 0.170
C -0.9337 1.3803 -2.8131 -0.088 0.029 -0.110
N 0.0116 1.0884 -1.9504 0.228 0.095 0.339
C 1.3009 0.9448 -2.3784 -0.063 0.052 -0.050
C 3.3410 0.1248 3.2113 -0.050 -0.012 0.101
H 1.5130 -0.1306 6.0356 0.008 0.000 -0.003
H -0.3424 0.2196 4.4266 -0.008 0.005 -0.004
H 3.6997 0.4901 0.6903 -0.002 -0.004 -0.020
H 4.3248 0.0271 -1.1426 0.010 0.000 -0.010
H 4.9476 0.3642 -3.4891 -0.001 0.000 0.001
H 3.2697 1.0668 -5.1526 0.002 -0.002 0.007
H 0.8585 1.6085 -5.6755 0.006 -0.003 0.007
H -1.4848 1.8195 -4.8446 0.021 0.001 -0.025
H -1.9426 1.4434 -2.4218 0.006 -0.001 0.011
H 4.3670 0.0997 2.8664 -0.001 0.002 -0.008
O -3.4527 -0.5108 1.1221 -0.048 -0.020 -0.047
S -2.8617 -0.1056 -0.1134 0.235 0.215 -0.027
O -3.6736 -0.1386 -1.2941 0.128 0.034 -0.081
O -1.5144 -0.8766 -0.3546 0.085 0.149 0.214
O -2.1777 1.2970 0.0291 -0.032 -0.328 -0.035
```
Positions in Å, forces in eV/Å.

Its energy is -136540.63555 eV. As for the largest force on an atom: 0.79 eV/A. As for the multiplicity: 3. As for the energy relative to the best compared isomer or geometry (same formula, charge and spin): 0.0 kJ/mol. The HOMO-LUMO gap (spin up / spin down) comes out at 0.2626 / 0.2714 Eh.

[4]
A structure of composition C16H10CdClF5O at a distorted geometry, computed with wB97M-V/def2-TZVPD.

Geometry as XYZ:
```
34
Properties=species:S:1:pos:R:3:forces:R:3
C -2.5205 -1.5398 -1.2510 0.364 0.292 0.040
C -1.9354 -1.7244 -2.5535 0.033 0.287 0.071
C -1.6889 -0.4572 -3.0987 -0.440 -0.376 0.441
H -1.6991 -2.6963 -2.9990 -0.091 0.482 0.156
C -2.0859 0.5403 -2.1601 -0.420 -0.621 0.420
C -2.5991 -0.1071 -1.0198 -0.268 0.097 -0.795
H -3.0082 0.3770 -0.1339 0.051 -0.102 -0.243
H -3.0301 -2.3242 -0.6936 -0.338 0.117 -0.170
H -1.2767 -0.2581 -4.0834 0.109 -0.076 0.272
H -2.0278 1.6170 -2.3125 0.170 -0.310 0.160
Cd -0.9730 -1.6644 0.5372 0.724 0.817 -1.584
Cl -0.0716 -3.8417 0.4343 0.025 -0.419 0.501
C 2.6060 -0.4223 -1.0609 -0.365 0.280 -0.945
C 2.2180 0.8215 -1.6533 0.147 -0.923 -0.608
C 1.7974 0.5475 -2.9920 0.495 -0.714 0.749
H 2.2582 1.8039 -1.1847 -0.075 -0.204 -0.030
C 1.9128 -0.8580 -3.2186 0.306 0.597 0.573
C 2.4106 -1.4577 -2.0272 -0.046 0.597 0.020
H 2.6002 -2.5228 -1.8611 -0.106 0.367 -0.079
H 3.0007 -0.5490 -0.0621 -0.062 -0.051 0.083
H 1.4420 1.2718 -3.7115 -0.098 0.089 -0.031
H 1.6661 -1.3625 -4.1510 -0.036 -0.010 0.193
F 0.2550 1.7450 6.0987 0.051 0.257 0.461
C 0.2127 1.5317 4.7712 0.026 -0.049 -0.396
C -0.6032 2.3284 3.9573 0.472 -0.423 0.215
F -1.2817 3.3557 4.5127 0.101 -0.113 -0.047
C -0.7265 2.0376 2.6132 0.305 -0.290 0.218
F -1.4945 2.8283 1.8300 0.146 -0.488 0.324
C -0.1166 0.8630 2.0857 -0.467 -0.286 -1.114
O -0.4798 0.4127 0.9160 0.469 0.214 1.183
C 0.8567 0.2075 2.8904 -0.048 -0.085 -0.460
F 1.6012 -0.7781 2.3209 -0.679 0.452 0.574
C 0.9774 0.4952 4.2313 -0.199 0.318 0.015
F 1.8034 -0.2206 5.0284 -0.256 0.276 -0.166
```
Positions in Å, forces in eV/Å.

Its energy is -49473.90722 eV. As for the largest force on an atom: 1.92 eV/A. As for the energy relative to the best compared isomer or geometry (same formula, charge and spin): 73.0 kJ/mol. As for the charge: -2. The HOMO-LUMO gap comes out at 0.1633 Eh.

[5]
A structure of composition C16H10Cl4GeN2OPt, computed with wB97M-V/def2-TZVPD.

Geometry as XYZ:
```
35
Properties=species:S:1:pos:R:3:forces:R:3
Pt -1.2759 -0.1958 0.6318 0.366 0.006 -0.126
Cl 3.3685 -5.6496 0.2228 0.004 0.009 -0.001
C 2.0360 -4.6162 0.3998 -0.029 0.001 -0.005
C 0.9493 -5.0093 1.2066 0.000 0.019 -0.012
C -0.1245 -4.1841 1.3184 0.006 -0.127 0.017
C -0.1595 -2.9029 0.6668 -0.058 -0.106 -0.239
O -1.2149 -2.2306 0.7968 -0.057 0.422 0.356
C 0.9842 -2.5017 -0.1355 0.074 0.085 -0.053
C 1.1193 -1.2255 -0.8241 -0.110 0.124 0.008
N 0.3088 -0.2396 -0.7147 0.083 -0.315 -0.131
C 0.5632 1.0405 -1.2695 0.041 -0.036 -0.068
C 1.4908 1.3179 -2.2392 0.013 0.007 -0.045
C 1.6647 2.6332 -2.7034 -0.020 -0.002 0.023
C 0.8967 3.6474 -2.2051 -0.022 -0.041 -0.014
C -0.0877 3.3849 -1.2254 0.020 0.020 0.016
C -0.9524 4.3863 -0.7247 -0.010 0.016 -0.034
C -1.9245 4.0478 0.1643 -0.022 -0.035 0.022
C -2.0237 2.7160 0.6010 0.064 0.017 0.074
N -1.1978 1.7680 0.2067 -0.188 -0.034 -0.231
C -0.2463 2.0744 -0.7468 -0.006 0.086 0.064
C 2.0344 -3.3801 -0.2656 -0.011 -0.059 0.033
H 0.9862 -5.9596 1.7200 -0.012 -0.008 0.001
H -0.9817 -4.4353 1.9273 -0.025 -0.004 -0.005
H 2.0182 -1.1270 -1.4292 0.035 0.058 0.070
H 2.0877 0.5307 -2.6792 -0.007 -0.008 0.004
H 2.4022 2.8300 -3.4683 0.004 0.004 -0.004
H 1.0128 4.6588 -2.5708 0.006 0.016 0.009
H -0.8452 5.4046 -1.0759 0.008 0.004 0.004
H -2.6260 4.7734 0.5476 -0.006 0.000 0.017
H -2.7930 2.4308 1.2972 -0.036 -0.019 0.130
H 2.8850 -3.1293 -0.8857 0.015 0.025 0.008
Cl -2.2112 1.6628 3.8730 -0.010 0.003 -0.107
Ge -2.4238 -0.1558 2.7163 0.009 -0.237 0.229
Cl -1.2611 -1.6220 3.8492 -0.073 0.089 0.094
Cl -4.4587 -0.7434 3.0173 -0.047 0.021 -0.102
```
Positions in Å, forces in eV/Å.

Its energy is -131632.30529 eV. As for the largest force on an atom: 0.56 eV/A. As for the multiplicity: 2. As for the charge: +1. The HOMO-LUMO gap (spin up / spin down) comes out at 0.2777 / 0.2042 Eh.

[6]
A structure of composition C16H10Cl5LuN4O8S2 at a distorted geometry, computed with wB97M-V/def2-TZVPD.

Geometry as XYZ:
```
46
Properties=species:S:1:pos:R:3:forces:R:3
Lu -1.0157 0.4160 0.9600 1.110 -2.060 -1.516
C -0.6337 0.7692 -3.5281 0.085 0.054 0.084
C 0.0202 0.4696 -2.2105 -0.376 -0.322 -0.397
N -0.2474 -0.5891 -1.5433 0.251 -0.372 0.341
N -1.1085 -1.4918 -2.0728 -0.628 -0.004 -0.321
C -1.4419 -2.6807 -1.4324 0.943 -0.137 -0.251
N -2.6315 -3.1894 -1.8453 -0.486 0.601 -0.131
S -0.4047 -3.5142 -0.4609 -0.064 -0.046 0.158
C 0.9779 1.4050 -1.5844 0.226 0.132 0.332
C 1.5675 2.4663 -2.2648 -0.054 -0.074 -0.164
C 2.4504 3.2941 -1.5912 0.019 -0.089 0.109
C 2.7295 3.0351 -0.2626 0.036 -0.006 -0.122
C 2.1064 1.9492 0.3372 0.162 -0.029 0.060
N 1.2526 1.1654 -0.2981 -0.256 0.279 -0.175
H -1.7153 0.8136 -3.3679 -0.021 -0.012 -0.009
H -0.4131 -0.0108 -4.2618 -0.025 -0.025 0.015
H -0.3201 1.7283 -3.9272 -0.014 0.001 -0.040
H -1.8317 -1.1299 -2.6911 -0.037 0.082 0.152
H -3.3531 -2.4885 -2.0441 0.034 -0.041 0.092
H -2.9484 -3.9592 -1.2800 0.112 -0.051 0.028
H 1.3434 2.6626 -3.3033 -0.024 -0.049 -0.005
H 2.9137 4.1279 -2.1050 -0.037 0.027 0.010
H 3.3857 3.6753 0.3109 0.034 -0.049 0.020
H 2.2678 1.7218 1.3821 -0.050 -0.002 0.008
O -3.8417 -0.5395 -1.9475 -0.082 0.151 0.257
C -3.3403 -0.1639 -0.8667 -0.230 -0.366 -0.578
O -2.4694 0.7467 -0.7551 0.032 0.161 0.143
C -3.6133 -0.9726 0.4382 -0.315 -0.414 -0.239
O -4.6969 -1.4932 0.6533 0.085 0.122 -0.049
O -2.5451 -1.0839 1.1443 -0.275 -0.075 0.105
O -0.9475 3.9713 2.5909 -0.081 -0.130 -0.033
S -0.9069 2.6771 1.9525 0.526 2.664 1.201
O 0.2106 1.7979 2.4344 -0.203 0.115 -0.040
O -0.7311 2.7362 0.4725 -0.411 0.004 0.155
O -2.1359 1.8424 2.1763 -0.347 0.298 0.203
Cl -0.9074 -0.7193 3.7119 -0.163 -0.060 0.332
C 0.6213 -1.2698 3.0926 0.238 -0.046 -0.545
C 0.8193 -1.1181 1.7146 0.600 -0.337 0.610
C 2.0629 -1.6121 1.2876 -0.497 0.153 0.206
Cl 2.4898 -1.5593 -0.3929 0.206 0.007 -0.320
C 3.0160 -2.1824 2.1337 -0.173 0.082 0.060
Cl 4.5195 -2.7830 1.5245 0.192 -0.070 -0.025
C 2.7596 -2.2684 3.4965 -0.068 0.024 -0.125
Cl 3.9357 -2.9359 4.5700 0.106 -0.079 0.132
C 1.5421 -1.8101 3.9798 -0.019 0.013 0.075
Cl 1.2084 -1.9059 5.6732 -0.062 -0.024 0.197
```
Positions in Å, forces in eV/Å.

Its energy is -157005.85257 eV. As for the largest force on an atom: 2.97 eV/A. As for the energy relative to the best compared isomer or geometry (same formula, charge and spin): 28.6 kJ/mol. As for the charge: -2. The HOMO-LUMO gap comes out at 0.2688 Eh.